Computed, not measured: a cluster of 2 separate species, C11H17NO2 in total in a non-equilibrium geometry, with ωB97M-V/def2-TZVPD.

```
31
Properties=species:S:1:pos:R:3:forces:R:3
C 3.445 -2.345 -2.618 0.4 0.7 0.5
C 3.009 -1.446 -1.420 -0.3 -0.8 0.1
C 1.511 -1.237 -1.430 0.5 0.9 0.5
C 0.652 -2.031 -0.680 -0.4 0.1 -0.6
C -0.720 -1.892 -0.870 -0.2 0.6 0.7
C -1.223 -0.896 -1.696 0.0 0.4 0.2
O -2.561 -0.648 -1.779 -0.5 -0.2 -0.3
C -0.384 0.024 -2.299 0.8 -0.2 0.1
C 0.985 -0.144 -2.125 0.0 -0.7 -0.6
H 4.064 -3.173 -2.268 -0.2 -0.1 -0.1
H 4.070 -1.743 -3.268 0.0 -0.1 -0.4
H 2.584 -2.713 -3.171 0.0 -0.1 0.0
H 3.304 -1.975 -0.517 -0.2 0.0 0.3
H 3.540 -0.496 -1.374 0.0 0.0 -0.3
H 1.055 -2.692 0.072 0.0 -0.3 -0.1
H -1.463 -2.277 -0.181 0.2 -0.7 0.0
H -3.077 -1.430 -1.542 0.2 0.1 0.1
H -0.763 0.856 -2.866 -0.2 0.1 -0.1
H 1.687 0.517 -2.621 -0.1 0.1 0.0
C -0.556 2.741 3.503 0.4 0.5 -0.1
C -1.030 2.108 2.174 1.4 -0.5 0.5
C -2.283 1.296 2.301 -0.4 -0.7 -0.3
N -3.420 1.988 2.539 0.2 0.9 0.1
O -2.294 0.082 2.206 0.1 0.0 -0.1
H -0.235 3.774 3.354 -0.3 0.1 0.0
H 0.357 2.269 3.863 -0.2 -0.4 0.1
H -1.302 2.730 4.298 0.0 -0.1 -0.1
H -1.022 2.836 1.379 -0.6 0.4 -0.2
H -0.268 1.389 1.865 -0.1 0.0 0.0
H -4.317 1.541 2.540 0.0 -0.1 0.1
H -3.346 2.987 2.634 -0.4 -0.1 -0.1
```
Forces are in eV/Å.

Relative energy (zero: lowest compared OMol25 entry of this formula, charge and spin) ... 33.63 kJ/mol
LUMO level ... 0.8 eV
HOMO energy ... -8.14 eV
Structure (SMILES) ... CCc1ccc(O)cc1.CCC(N)=O
Molar mass ... 195.26 g mol⁻¹

Here are the natural (NBO) charges for atoms 1 to 8, given in e: -0.61 -0.42 -0.04 -0.19 -0.29 0.30 -0.68 -0.27

=====

Computed, not measured: a structure of composition C11H17NO2 in a non-equilibrium geometry, with ωB97M-V/def2-TZVPD.

```
31
Properties=species:S:1:pos:R:3:forces:R:3
C -3.292 -1.190 3.042 -0.3 -0.4 -1.2
C -1.400 -0.649 1.729 3.2 -0.1 -0.7
C -1.231 -1.927 1.222 -2.6 -0.5 0.1
C -0.450 -2.101 0.063 2.6 -0.1 0.7
C 0.501 -1.106 -0.166 -0.4 2.9 -0.4
C 2.665 -1.572 -0.877 2.4 0.5 -1.8
C 0.522 0.229 0.477 -1.9 -3.0 -0.9
C 1.288 1.401 -0.091 -0.1 -1.0 0.4
C 0.889 2.034 -1.445 2.8 -0.1 -0.3
C -0.456 2.361 -1.842 -4.7 1.3 1.1
C -0.454 0.368 1.433 -0.4 1.5 -0.8
H -2.947 -1.974 3.703 0.4 -0.1 0.2
H -3.893 -1.706 2.226 1.2 0.8 0.4
H -4.005 -0.593 3.544 -0.6 0.7 0.8
H -1.971 -2.684 1.642 1.3 0.7 -1.1
H -0.307 -3.063 -0.474 -0.5 0.8 0.4
H 2.777 -2.846 -0.841 -0.6 3.9 0.5
H 2.983 -0.867 0.012 -0.4 -2.4 -1.1
H 3.467 -1.215 -1.753 -2.3 -1.0 2.0
H 1.214 2.122 0.694 0.0 0.9 0.4
H 2.347 1.117 -0.131 -0.1 0.3 -0.4
H 1.418 2.910 -1.426 1.3 2.8 0.7
H -0.522 2.441 -3.076 -0.4 -0.6 3.5
H -0.814 3.576 -1.409 0.8 -3.9 -1.1
H -1.058 1.448 -1.160 0.4 2.7 -2.8
H 1.287 1.632 -3.379 -1.2 0.9 -2.9
H 1.385 0.389 -2.332 0.5 0.4 -1.1
H -0.646 1.414 1.761 0.0 -1.0 0.3
N 1.600 1.380 -2.519 1.4 -3.4 3.0
O -2.253 -0.271 2.640 -2.9 -0.6 1.8
O 1.355 -1.057 -1.268 1.1 -2.8 0.4
```
Forces are in eV/Å.

Relative energy (zero: lowest compared OMol25 entry of this formula, charge and spin) ... 570.84 kJ/mol
LUMO level ... 0.8 eV
HOMO energy ... -8.10 eV
Molar mass ... 195.26 g mol⁻¹

Here are the natural (NBO) charges for atoms 1 to 8, given in e: -0.27 0.30 -0.31 -0.24 0.26 -0.30 -0.02 -0.43

=====

Computed, not measured: an isolated molecule of C11H17NO2S in a non-equilibrium geometry, with ωB97M-V/def2-TZVPD.

```
32
Properties=species:S:1:pos:R:3:forces:R:3
C 2.682 0.101 1.995 -1.5 -2.5 1.5
N 1.399 0.546 1.514 0.1 -0.1 -1.0
O 1.675 0.867 0.055 -0.1 1.2 0.0
C 1.951 -0.136 -1.013 -3.7 0.6 1.6
C 0.682 -0.808 -1.672 0.4 1.6 0.3
C -0.419 -1.230 -0.737 0.6 0.1 3.3
C 1.124 -2.053 -2.416 0.7 2.2 -3.0
O 0.190 0.147 -2.640 -1.0 0.4 0.3
S 0.817 1.986 2.654 1.4 -1.7 -2.1
C -0.705 2.068 1.835 -1.3 1.3 1.0
C -0.673 2.498 0.516 -2.4 -0.6 -0.5
C -1.915 2.521 -0.189 0.7 0.1 2.3
C -3.135 2.348 0.513 2.9 0.8 -0.4
C -3.097 2.194 1.888 -3.0 -0.4 1.2
C -1.929 1.992 2.578 1.7 -1.4 -0.3
H 3.545 0.721 1.802 0.2 0.1 -0.4
H 2.723 -1.015 1.625 0.7 2.1 0.7
H 2.450 0.089 3.096 0.9 -0.4 -0.7
H 2.342 0.463 -1.794 0.8 0.6 -0.5
H 2.574 -0.902 -0.703 1.6 -1.3 0.9
H 0.154 -1.627 0.204 -1.3 0.4 -1.5
H -1.019 -2.022 -1.148 -0.2 -0.4 -0.3
H -1.137 -0.463 -0.326 1.1 -0.3 -0.6
H 0.558 -1.936 -3.385 0.4 -0.9 1.0
H 0.921 -2.896 -1.857 -0.6 -1.9 0.8
H 2.191 -2.087 -2.728 -0.5 0.3 0.4
H -0.551 0.666 -2.240 1.1 -0.7 -0.3
H 0.263 2.724 0.047 0.2 0.0 -0.2
H -1.894 2.860 -1.190 -0.2 0.0 -1.1
H -3.997 2.524 -0.049 -1.5 0.0 -0.4
H -4.104 2.176 2.467 1.9 -0.1 -1.1
H -1.926 1.542 3.604 0.0 1.0 -0.9
```
Forces are in eV/Å.

Relative energy (zero: lowest compared OMol25 entry of this formula, charge and spin) ... 483.49 kJ/mol
LUMO level ... 0.2 eV
HOMO energy ... -8.29 eV
Structure (SMILES) ... CN(OCC(C)(C)O)Sc1ccccc1
Molar mass ... 227.33 g mol⁻¹

Here are the natural (NBO) charges for atoms 1 to 8, given in e: -0.45 -0.23 -0.49 -0.07 0.21 -0.64 -0.63 -0.75

=====

Computed, not measured: a cluster of 2 separate species, C11H17NO8 in total in a non-equilibrium geometry, with ωB97M-V/def2-TZVPD.

```
37
Properties=species:S:1:pos:R:3:forces:R:3
N -0.153 1.140 1.489 -0.2 0.8 -0.5
O 0.546 2.108 1.315 -2.0 -2.7 0.4
O 0.839 -0.283 2.177 -0.8 0.6 -2.9
O -1.330 0.872 1.400 3.7 0.6 0.3
C -1.448 1.262 6.219 0.2 0.0 0.0
C 0.036 1.638 6.240 0.3 0.5 -0.2
C 0.976 0.492 6.472 0.6 0.3 0.4
C 1.966 0.561 7.378 -0.4 -0.3 -0.3
C 2.781 -0.666 7.722 0.1 -0.4 0.0
C 3.003 -1.541 6.494 0.3 0.9 -1.2
C 1.550 -1.971 6.253 0.2 -0.4 -1.0
C 0.835 -0.735 5.600 -0.7 -0.4 1.1
O 1.454 -0.560 4.343 0.6 0.4 -1.5
O 0.528 0.134 3.399 -0.7 0.1 4.2
O 1.111 -2.317 7.543 0.4 1.6 1.2
O 1.991 -1.555 8.509 -1.9 -1.3 -0.8
C 1.239 -3.255 5.458 0.5 0.3 0.0
O 3.839 -2.586 6.818 0.9 -1.4 -0.1
C 3.949 -0.415 8.690 0.2 0.0 -1.2
C 3.336 -0.351 10.062 0.5 0.3 1.0
H -2.045 2.178 6.265 0.0 -0.2 0.0
H -1.697 0.732 5.292 -0.1 0.1 0.2
H -1.698 0.623 7.076 0.0 0.2 -0.2
H 0.299 2.119 5.284 -0.1 -0.1 0.1
H 0.229 2.390 7.019 -0.1 -0.2 -0.2
H 2.170 1.468 7.962 -0.3 -0.3 -0.2
H 3.433 -0.954 5.661 -0.4 -0.1 0.2
H -0.208 -1.016 5.452 -0.1 0.1 -0.1
H 1.541 -3.155 4.408 -0.2 0.0 0.2
H 1.745 -4.105 5.927 0.0 0.2 -0.1
H 0.160 -3.444 5.524 0.2 0.1 -0.1
H 4.039 -3.117 6.025 -0.2 0.4 0.5
H 4.654 -1.249 8.609 -0.1 0.2 0.0
H 4.487 0.504 8.414 -0.3 -0.1 0.0
H 4.028 0.139 10.750 -0.1 0.0 0.1
H 2.391 0.195 10.039 0.2 0.0 0.3
H 3.152 -1.369 10.417 -0.1 0.4 0.1
```
Forces are in eV/Å.

Relative energy (zero: lowest compared OMol25 entry of this formula, charge and spin) ... 1302.70 kJ/mol
LUMO level (alpha / beta) ... -1.9 / -1.9 eV
HOMO energy (alpha / beta) ... -9.37 / -9.36 eV
Molar mass ... 291.26 g mol⁻¹

Here are the natural (NBO) charges for atoms 1 to 8, given in e: 0.67 -0.21 -0.18 -0.22 -0.61 -0.43 0.03 -0.20